Entry 1:
{
  "formula": "C4H9N3",
  "method": "ωB97M-V/def2-TZVPD",
  "homo_ev": -19.36,
  "de_lowest_kj_mol": 482.97,
  "charge": 2,
  "lumo_energy_ev": -10.76,
  "symbols": ["C", "C", "C", "C", "N", "N", "N", "H", "H", "H", "H", "H", "H", "H", "H", "H"],
  "xyz": [[-0.276, -0.902, -1.047], [-0.311, 0.990, 0.256], [-1.186, 1.177, -1.939], [1.272, -0.479, 2.193], [0.346, -1.336, 0.052], [-0.619, 0.410, -0.865], [0.514, -0.556, 1.074], [-0.524, -1.552, -1.904], [-0.592, 1.888, 0.764], [-0.781, 2.124, -1.730], [-0.827, 0.707, -2.887], [-2.305, 1.259, -1.866], [1.363, -1.483, 2.525], [2.368, -0.166, 2.253], [0.956, 0.271, 2.934], [0.604, -2.351, 0.187]],
  "nbo_charge": [0.220, 0.409, -0.422, -0.507, -0.192, -0.295, -0.041, 0.321, 0.308, 0.248, 0.274, 0.292, 0.274, 0.306, 0.304, 0.500]
}

=====

Entry 2:
{
  "formula": "C17H14MnN3SSe",
  "method": "ωB97M-V/def2-TZVPD",
  "homo_ev": [-11.16, -11.22],
  "spin_multiplicity": 2,
  "charge": 1,
  "lumo_energy_ev": [-3.81, -3.65],
  "symbols": ["Mn", "N", "C", "C", "C", "C", "C", "C", "N", "C", "C", "C", "S", "C", "N", "H", "H", "H", "H", "H", "H", "H", "Se", "C", "C", "C", "C", "C", "C", "H", "H", "H", "H", "H", "C", "H", "H"],
  "xyz": [[0.222, -0.183, 0.376], [-0.951, 3.436, 1.565], [0.065, 3.429, 2.512], [0.444, 4.345, 3.483], [1.533, 4.006, 4.261], [2.221, 2.798, 4.080], [1.842, 1.889, 3.114], [0.747, 2.222, 2.323], [0.140, 1.527, 1.282], [-0.867, 2.295, 0.858], [-1.681, 1.857, -0.243], [-2.835, 2.312, -0.744], [-3.485, 1.358, -2.032], [-2.024, 0.301, -2.001], [-1.151, 0.680, -0.892], [-1.630, 4.166, 1.432], [-0.087, 5.278, 3.618], [1.865, 4.690, 5.029], [3.067, 2.578, 4.715], [2.372, 0.956, 2.971], [-3.406, 3.161, -0.395], [-2.202, -0.750, -2.181], [0.852, -2.154, -0.079], [0.694, -3.621, -1.299], [-0.559, -4.152, -1.580], [-0.661, -5.212, -2.466], [0.476, -5.732, -3.068], [1.723, -5.198, -2.776], [1.839, -4.141, -1.885], [-1.441, -3.753, -1.094], [-1.632, -5.637, -2.686], [0.392, -6.561, -3.758], [2.611, -5.606, -3.239], [2.810, -3.729, -1.645], [-0.712, 0.913, -2.296], [0.101, 0.287, -2.634], [-0.691, 1.944, -2.625]],
  "mulliken_spin": [1.112, 0.000, 0.009, 0.000, 0.000, -0.001, -0.008, 0.027, 0.018, 0.049, -0.041, -0.002, -0.001, -0.004, -0.019, 0.000, 0.000, 0.000, 0.000, -0.002, 0.000, -0.001, -0.150, 0.010, -0.005, 0.001, -0.005, 0.002, -0.005, 0.002, 0.000, 0.000, 0.000, 0.001, 0.009, 0.005, -0.001]
}

=====

| no. | electronic energy (hartree) | strongest force on any atom (hartree/bohr) |
| --- | --- | --- |
| 1 | -321.21647 | 0.201 |
| 2 | -4770.78199 | 0.029 |